Entry 1:
Entry from OMol25: a molecular structure, C4H11BBeOS (ωB97M-V/def2-TZVPD).

Geometry as XYZ:
```
19
Properties=species:S:1:pos:R:3:forces:R:3:lowdin_charge:R:1
C 2.6109 0.3288 0.2828 -0.44 0.32 -0.01 0.025
C 1.2158 -0.0867 0.6227 2.28 0.04 -0.41 -0.107
O 0.3009 0.5052 -0.3707 3.68 -4.58 -5.10 -0.252
C -0.5379 -0.4575 -1.0943 0.29 -2.41 -1.37 -0.126
C -1.4369 -1.0653 -0.0876 0.41 0.22 0.22 -0.140
B -2.4196 -0.0061 0.2982 -1.19 0.52 0.68 -0.335
S -2.2591 1.6978 -0.4861 -0.53 1.57 2.22 1.085
H 2.9884 -0.2526 -0.5304 0.35 -0.57 -0.37 0.115
H 3.2225 0.2557 1.1551 0.63 -0.23 0.50 0.117
H 2.6069 1.3480 -0.0397 0.16 0.85 -0.10 0.104
H 1.1372 -1.1481 0.6696 -0.62 -0.72 0.10 0.159
H 0.9623 0.3331 1.6153 -0.61 0.40 0.63 0.187
H -1.0979 0.0379 -1.8525 0.07 0.75 -0.50 0.116
H 0.0279 -1.2088 -1.6101 1.22 0.04 -0.06 0.169
H -0.8911 -1.3877 0.7861 0.24 -0.54 0.49 0.134
H -1.9490 -1.9593 -0.4035 -0.36 -0.47 -0.32 0.170
H -3.2729 -0.1739 1.0937 -0.41 0.41 -0.36 0.089
H -0.9319 2.0478 -0.6208 -0.82 0.09 -1.38 -0.043
Be -0.2764 1.1918 0.5725 -4.36 4.32 5.14 0.535
```
Positions in Å, forces in eV/Å.

## Properties
Total charge ... +2
E_tot ... -18265.2969 eV

=====

Entry 2:
Entry from OMol25: a molecular structure, C24H29N7RuS2Si (ωB97M-V/def2-TZVPD).

Geometry as XYZ:
```
64
Properties=species:S:1:pos:R:3:forces:R:3:mulliken_spin:R:1
Ru -0.2689 0.6006 -0.3138 -0.71 0.48 -0.06 2.583
C -2.4694 -1.0144 -3.6804 -0.43 -0.35 -0.68 -0.008
C -1.4657 -0.3978 -2.8019 0.36 -0.13 0.90 0.053
N -1.7007 0.3633 -1.7866 -0.74 0.90 0.32 -0.072
N -2.9730 0.8982 -1.6325 0.48 -1.30 -1.17 0.021
C -3.0240 1.8414 -0.7734 0.58 -0.06 0.82 0.013
N -4.1566 2.4567 -0.5065 -0.90 1.40 1.27 0.004
S -1.6423 2.3545 0.2149 0.49 -0.28 -0.09 0.150
C -0.0600 -0.6923 -2.9617 1.87 -0.08 -0.51 0.028
C 0.3271 -1.6149 -3.9088 0.66 0.52 0.81 0.021
C 1.6861 -1.8832 -4.0935 -0.15 -0.64 -0.01 0.001
C 2.5922 -1.3065 -3.2283 0.11 0.80 -0.43 0.014
C 2.1457 -0.2806 -2.3786 0.53 -1.30 -0.02 0.012
N 0.8796 0.0129 -2.2353 -1.79 -0.27 0.02 0.065
H -3.3830 -0.4285 -3.6019 -0.22 -0.54 0.10 0.001
H -2.5773 -2.1144 -3.4521 -0.21 1.16 0.19 0.005
H -2.1557 -1.0051 -4.7302 0.02 0.25 0.19 0.003
H -5.0258 2.2230 -0.9803 0.41 0.11 0.19 -0.001
H -4.1583 3.0908 0.3146 -0.38 -0.67 -1.18 0.003
H -0.4523 -2.1418 -4.3908 -0.24 -0.50 -0.83 0.004
H 1.9741 -2.5932 -4.8736 0.10 0.19 0.43 0.000
H 3.6487 -1.5358 -3.2453 -0.02 -0.03 -0.16 0.001
H 2.8524 0.2112 -1.7243 0.07 0.32 -0.10 0.001
N 2.1320 -1.7612 0.3965 0.51 1.19 -0.04 0.017
C 0.8961 -2.2607 0.3747 -0.22 -0.12 -0.61 0.018
N -0.1793 -1.5299 0.1333 -0.66 -1.61 0.11 0.020
C -1.3542 -2.4055 0.1173 2.00 0.86 0.45 0.005
C -2.6373 -1.9473 0.0780 -1.77 -0.32 -0.39 0.025
C -3.6590 -2.9212 0.1092 0.85 -0.03 0.91 0.000
C -3.3528 -4.2537 0.3984 -0.54 -0.40 -0.37 0.003
C -2.0505 -4.6926 0.5487 0.38 0.55 -0.07 0.000
C -1.0642 -3.7527 0.3469 1.20 -0.04 0.20 0.002
S 0.7224 -4.0128 0.5093 -1.51 1.19 -0.02 0.012
H 2.2906 -0.7478 0.1509 -0.07 -1.88 0.83 0.009
H 2.8478 -2.3737 0.7790 0.12 0.74 -0.30 -0.001
H -2.8984 -0.8836 0.0262 0.18 -0.53 -0.06 -0.003
H -4.6939 -2.6458 0.1104 -0.32 0.29 -0.24 0.000
H -4.1311 -5.0122 0.4964 -0.01 0.46 0.02 0.000
H -1.7938 -5.6855 0.8682 -0.12 -0.33 -0.13 0.000
C 2.1505 0.3731 3.7806 0.04 -0.36 -1.28 0.014
Si 0.5734 0.9478 2.9085 0.75 -0.22 0.13 -0.026
C -0.1337 2.4684 3.6741 -1.29 1.19 -1.92 0.018
C -0.7308 -0.3950 3.0296 -0.25 1.76 -0.88 0.013
N 1.0692 1.2949 1.1425 -0.70 -0.55 0.33 0.424
C 1.9697 2.2424 0.8356 -0.36 -1.14 1.18 0.125
C 2.1026 2.6109 -0.4944 -1.77 -0.99 -2.31 0.165
C 2.8434 3.6361 -0.9301 1.34 0.79 0.41 -0.032
C 3.6276 4.2798 0.0213 -0.31 0.07 0.93 0.234
C 3.5789 3.9225 1.3835 -0.81 -0.41 -0.67 -0.061
C 2.7641 2.8836 1.7998 0.94 1.55 0.34 0.128
H 2.0627 -0.7164 3.9062 0.29 0.24 -0.02 0.002
H 2.1613 0.8108 4.7683 0.33 0.21 0.28 0.000
H 3.0786 0.6162 3.1847 -0.92 -0.36 0.92 0.001
H -0.6588 2.2159 4.5616 -0.36 -0.47 1.04 0.001
H -0.9727 2.8460 2.9930 1.04 -0.40 0.73 -0.002
H 0.4711 3.3412 3.8976 0.37 -0.09 -0.10 -0.001
H -0.9270 -0.4243 4.0777 -0.43 0.03 0.93 0.001
H -0.3581 -1.3351 2.7743 0.61 -1.62 -0.53 0.000
H -1.6682 -0.2132 2.4772 0.31 0.00 0.32 0.001
H 1.4576 2.0899 -1.2307 0.46 0.32 0.46 -0.028
H 2.9012 3.9796 -1.9417 -0.21 -0.13 -0.47 0.002
H 4.1874 5.1236 -0.2791 0.71 0.72 -0.17 0.007
H 4.0538 4.5311 2.1198 0.59 0.15 0.26 0.000
H 2.7283 2.7126 2.8672 -0.29 -0.30 -0.17 0.001
```
Positions in Å, forces in eV/Å.

## Properties
<S²> ... 6.06
Total charge ... +2
Spin multiplicity ... 5
Energy relative to the best compared isomer or geometry (same formula, charge and spin) ... 0.0 kJ/mol

=====

Entry 3:
Entry from OMol25: a single C3H8N2 molecule (ωB97M-V/def2-TZVPD).

Geometry as XYZ:
```
13
Properties=species:S:1:pos:R:3:forces:R:3:lowdin_charge:R:1
C -1.0573 1.1923 0.1272 -2.24 -1.52 -0.04 -0.133
C 0.6920 -0.3970 -0.3717 0.36 -0.70 0.47 -0.493
C 0.2610 -1.1420 0.8639 -0.18 -0.64 0.47 -0.059
H -1.7796 0.3061 0.3429 0.94 1.50 -0.80 0.106
H -1.5218 1.9113 -0.5003 -1.06 0.76 -0.08 0.074
H -0.8973 1.5997 1.0942 0.67 0.62 0.85 0.070
H 0.2241 1.1721 -1.5646 -0.41 -0.02 0.73 0.140
H -0.8425 -1.3474 0.8733 1.16 -0.18 0.03 0.079
H 0.9016 -2.0017 0.7137 -0.64 -0.87 0.27 0.062
H 0.5672 -0.8201 1.8878 -0.31 0.69 -0.97 0.095
H 1.7998 -0.2836 -1.7391 0.89 0.62 -2.03 0.004
N 0.0777 0.8215 -0.6152 2.22 -1.44 -0.74 -0.041
N 1.5752 -1.0112 -1.1122 -1.40 1.19 1.83 0.100
```
Positions in Å, forces in eV/Å.

## Properties
SMILES ... [H]/N=C(/C)NC
Energy relative to the best compared isomer or geometry (same formula, charge and spin) ... 179.5 kJ/mol

=====

Entry 4:
Entry from OMol25: 2 unconnected molecules or ions with the total composition FH3O3P (ωB97M-V/def2-TZVPD).

Geometry as XYZ:
```
8
Properties=species:S:1:pos:R:3:forces:R:3:mulliken_spin:R:1
O -0.6633 -1.2650 0.9987 -1.05 -2.02 1.68 0.103
O -0.4663 1.1307 0.9279 0.44 -0.41 -0.62 0.113
O -0.6475 -0.0126 -1.3872 0.52 -0.56 1.18 0.151
F 2.6911 -0.1953 -1.1100 0.07 0.00 -0.05 1.009
P -0.0898 -0.1877 0.1186 0.62 2.94 -1.27 0.650
H -0.6630 -1.3643 2.0090 0.03 0.47 -1.91 -0.003
H -0.1276 1.9890 0.6082 -0.17 -0.24 0.01 -0.006
H -0.0337 -0.0949 -2.1652 -0.47 -0.18 0.98 -0.016
```
Positions in Å, forces in eV/Å.

## Properties
<S²> ... 2.00
Total charge ... +1
Spin multiplicity ... 3
Energy relative to the best compared isomer or geometry (same formula, charge and spin) ... 0.0 kJ/mol

=====

Entry 5:
Entry from OMol25: a molecular structure, C55H40Br2ClN9O3SiY (ωB97M-V/def2-TZVPD).

Geometry as XYZ:
```
112
Properties=species:S:1:pos:R:3:forces:R:3:lowdin_charge:R:1
Y -0.1135 -0.2219 -0.3560 0.24 0.51 -0.21 1.600
C 3.7843 -0.0787 4.9859 0.03 -0.01 -0.05 -0.063
C 3.0140 -0.9370 5.8165 0.02 -0.06 0.04 -0.086
C 2.0128 -1.6963 5.3172 0.06 -0.02 0.01 -0.011
C 1.6784 -1.6912 3.8767 0.01 -0.05 0.00 -0.212
C 0.6213 -2.4605 2.1768 0.01 0.03 0.09 -0.351
N -0.3409 -3.3913 1.7228 -0.03 -0.05 -0.01 0.230
C -1.1003 -3.3096 0.7133 0.02 -0.02 0.04 -0.271
C -2.1350 -4.3460 0.4625 -0.06 0.03 -0.10 -0.096
C -2.5240 -5.4507 1.1926 0.02 0.01 0.03 -0.008
C -3.5593 -6.2228 0.6783 0.00 -0.01 0.00 -0.084
C -4.1692 -5.8956 -0.5335 0.00 0.01 0.00 -0.086
C -3.7590 -4.7886 -1.2668 -0.02 0.01 -0.03 -0.012
C -2.7381 -4.0207 -0.7386 0.02 -0.05 0.07 -0.115
C -2.0379 -2.8193 -1.2389 0.05 0.09 -0.04 -0.354
N -2.2919 -2.3500 -2.4437 -0.07 -0.04 0.01 0.189
C -1.3956 -1.5807 -3.0755 0.08 0.07 0.04 -0.282
N -0.1778 -1.2209 -2.6243 -0.01 0.06 0.01 0.079
C 0.4864 -0.6063 -3.6491 0.03 -0.01 -0.05 -0.276
N 1.7417 -0.1471 -3.6417 0.04 0.01 0.01 0.212
C 2.4629 -0.0924 -2.5555 -0.06 0.00 -0.06 -0.276
N 2.0936 -0.4056 -1.2673 -0.09 -0.02 0.20 0.055
C 3.0936 -0.0583 -0.4389 0.02 -0.03 0.07 -0.287
N 3.1348 -0.1152 0.8704 0.01 -0.03 0.01 0.178
C 2.2584 -0.8285 1.6292 -0.02 -0.05 -0.01 -0.301
N 1.2395 -1.5497 1.1940 -0.05 -0.03 -0.01 0.096
C 2.5312 -0.7897 3.0623 0.04 -0.03 0.01 -0.080
C 3.5366 -0.0331 3.6203 0.03 -0.05 0.01 -0.017
C 4.2276 0.4815 -1.2197 0.00 0.00 -0.09 -0.094
C 5.4680 0.9626 -0.8477 0.00 0.00 0.02 -0.013
C 6.3117 1.4092 -1.8582 0.01 0.01 0.02 -0.089
C 5.9155 1.3700 -3.1959 -0.02 -0.01 -0.01 -0.089
C 4.6659 0.8844 -3.5623 0.02 0.00 -0.02 -0.015
C 3.8316 0.4422 -2.5513 0.02 0.00 0.08 -0.100
C -0.3801 -0.5010 -4.8089 -0.07 -0.04 0.05 -0.113
C -0.2240 0.0930 -6.0549 0.02 0.02 -0.02 -0.018
C -1.3064 0.0699 -6.9178 0.00 0.00 0.01 -0.090
C -2.5136 -0.5420 -6.5522 -0.01 0.00 -0.01 -0.091
C -2.6654 -1.1434 -5.3128 -0.02 -0.01 0.01 -0.016
C -1.5860 -1.1063 -4.4423 0.06 0.02 -0.04 -0.106
N -1.1487 -2.3791 -0.3299 0.01 0.06 0.01 0.031
H 4.5643 0.5342 5.4166 0.00 0.00 0.01 0.097
H 3.2301 -0.9778 6.8780 0.00 0.01 0.00 0.102
H 1.4355 -2.3393 5.9674 -0.01 -0.01 0.00 0.110
H -2.0344 -5.6870 2.1288 -0.01 -0.01 0.00 0.111
H -3.9033 -7.0937 1.2227 0.01 0.00 0.01 0.096
H -4.9736 -6.5179 -0.9053 0.00 0.00 0.00 0.096
H -4.2156 -4.5272 -2.2123 0.00 0.00 0.00 0.111
H 4.1239 0.5921 2.9628 0.00 0.00 -0.01 0.111
H 5.7583 0.9917 0.1944 0.00 0.00 0.00 0.109
H 7.2912 1.7977 -1.6079 0.00 0.00 0.00 0.095
H 6.5957 1.7292 -3.9583 0.00 0.00 0.00 0.095
H 4.3453 0.8555 -4.5955 0.00 0.00 0.00 0.110
H 0.7074 0.5758 -6.3220 0.00 0.00 0.00 0.112
H -1.2277 0.5409 -7.8900 0.01 0.00 0.00 0.097
H -3.3397 -0.5369 -7.2526 -0.01 0.00 0.00 0.093
H -3.5940 -1.6151 -5.0182 0.00 0.00 -0.01 0.109
Br -3.9361 -0.5346 0.3596 -0.02 -0.02 0.03 0.696
C -3.6756 0.1841 2.1251 0.04 0.03 0.00 -1.041
Br -4.1589 -1.0684 3.5123 -0.08 0.01 -0.02 0.613
H -4.3171 1.0472 2.2360 0.00 0.04 -0.03 -0.009
H -2.6227 0.4336 2.2215 -0.01 -0.01 0.01 -0.039
C -0.4889 4.4128 -0.1301 -0.02 -0.03 -0.01 -0.174
Si -1.5572 3.1175 0.7656 -0.03 0.05 0.09 0.416
C -3.1706 2.9611 -0.2121 0.03 -0.06 0.04 -0.189
C -2.1916 3.9447 2.3522 -0.01 0.00 -0.05 -0.172
N -0.7150 1.6328 1.1556 -0.08 -0.06 -0.07 -0.154
C 0.0285 1.7999 2.3229 0.07 -0.10 -0.06 -0.334
C 0.7684 2.9517 2.6434 0.06 0.02 0.02 -0.064
C 1.3582 3.1444 3.8859 0.01 -0.02 -0.02 -0.099
C 1.2408 2.1831 4.8759 -0.06 0.00 0.01 -0.106
C 0.5908 0.9937 4.5709 -0.15 0.07 0.05 -0.029
C 0.0768 0.7868 3.3059 0.05 0.14 0.01 -0.211
O -0.4501 -0.4261 2.9272 -0.10 0.04 0.13 -0.020
C 0.1457 -1.6133 3.3964 0.13 -0.13 -0.07 -0.269
C 1.7256 -3.0748 3.0838 0.02 0.04 -0.03 -0.089
C 1.3779 -4.3005 3.8519 -0.02 0.00 0.00 -0.038
C 0.3113 -4.4792 4.6342 0.03 -0.02 -0.01 -0.100
C -0.7299 -3.4927 4.8782 -0.01 0.03 0.00 -0.084
C -0.7985 -2.2690 4.3506 -0.02 0.03 0.02 -0.006
H -0.9774 4.7849 -1.0347 0.00 -0.01 -0.02 0.022
H 0.4700 3.9855 -0.4241 0.01 0.02 -0.01 0.017
H -0.2998 5.2751 0.5160 -0.02 -0.01 0.02 0.025
H -3.2702 3.8521 -0.8396 0.01 0.02 0.01 0.028
H -4.0280 2.9596 0.4672 0.01 -0.06 0.03 0.018
H -3.2349 2.0940 -0.8582 0.01 -0.06 -0.05 -0.027
H -2.8223 4.7878 2.0506 -0.01 0.01 0.02 0.028
H -1.4244 4.3163 3.0296 0.02 0.01 -0.02 0.018
H -2.8232 3.2512 2.9164 0.00 -0.02 0.00 0.023
H 0.8670 3.7250 1.8917 -0.01 -0.03 0.01 0.088
H 1.9031 4.0617 4.0757 0.00 0.00 0.01 0.095
H 1.6676 2.3330 5.8592 0.00 0.00 0.00 0.096
H 0.5104 0.2068 5.3105 -0.03 0.08 -0.03 0.114
H 2.6724 -3.2092 2.5618 0.00 0.00 0.01 0.153
H 2.0753 -5.1245 3.7526 0.00 -0.01 0.00 0.104
H 0.1990 -5.4369 5.1302 0.00 0.00 0.00 0.095
H -1.5293 -3.7864 5.5494 0.00 0.00 0.01 0.101
H -1.6412 -1.6373 4.6070 0.08 -0.04 0.02 0.062
Cl -1.0200 5.0369 -7.2194 0.00 0.02 -0.03 0.631
C -0.8718 4.1366 -5.7322 0.00 -0.03 0.04 -0.668
C -1.9710 3.4438 -5.2523 -0.01 0.01 -0.02 -0.102
C -1.8432 2.7175 -4.0797 0.00 -0.02 0.03 -0.005
C -0.6329 2.6940 -3.3992 0.04 0.00 -0.01 -0.129
C 0.4578 3.3967 -3.8945 -0.01 0.01 -0.01 -0.002
C 0.3446 4.1251 -5.0683 -0.01 -0.01 0.00 -0.099
C -0.4749 1.8472 -2.1743 -0.01 -0.07 -0.05 -0.641
O 0.6176 1.8373 -1.5602 -0.07 -0.13 -0.10 -0.075
O -1.4440 1.1104 -1.8247 -0.16 -0.02 0.05 -0.143
H -2.9034 3.4634 -5.7996 0.00 0.00 0.00 0.103
H -2.6714 2.1426 -3.6864 0.00 0.00 -0.01 0.125
H 1.3945 3.3478 -3.3550 0.00 0.00 0.00 0.123
H 1.1857 4.6719 -5.4720 0.00 0.00 0.00 0.101
```
Positions in Å, forces in eV/Å.

## Properties
Total charge ... -1
Energy relative to the best compared isomer or geometry (same formula, charge and spin) ... 111.5 kJ/mol

=====

For the records above, the corresponding strongest force on any atom values read 8.0 3.1 2.8 3.3 0.6 eV/A.